No. 1
87
Properties=species:S:1:pos:R:3:mulliken_charge:R:1 method="wB97M-V/def2-TZVPD" charge=+1 gap_ha=0.3311 e_tot_ev=-102813.6829
C -2.30 0.51 3.00 -0.28
S -3.38 -0.61 2.09 0.17
N -3.23 -0.25 0.46 0.06
C -4.04 0.95 0.12 -0.86
C -1.81 -0.25 0.09 0.63
C -1.22 0.96 -0.54 -0.88
O -1.15 -1.24 0.36 -0.58
H -1.39 0.01 3.28 0.33
H -2.87 0.84 3.85 -0.01
H -2.09 1.37 2.37 0.37
H -2.68 -1.75 2.18 0.24
H -4.04 1.70 0.90 0.36
H -3.68 1.38 -0.80 0.37
H -5.06 0.64 -0.04 0.29
H -1.43 0.93 -1.61 0.24
H -0.15 0.97 -0.42 0.14
H -1.68 1.87 -0.17 0.48
C 0.56 -4.46 1.57 -0.39
C 0.86 -3.20 2.35 0.61
O 2.27 -3.20 2.41 -0.32
C 2.73 -3.88 1.31 0.59
O 3.84 -3.84 0.92 -0.48
O 1.72 -4.57 0.73 -0.32
F 0.35 -3.23 3.61 -0.28
H 0.51 -5.33 2.23 0.30
H -0.34 -4.40 0.97 0.27
H 0.53 -2.28 1.86 0.04
C -3.07 -1.89 -4.69 -0.43
C -2.04 -1.04 -3.97 0.50
O -2.57 0.27 -4.11 -0.34
C -3.93 0.15 -4.22 0.77
O -4.69 1.04 -4.07 -0.53
O -4.27 -1.13 -4.47 -0.35
F -0.82 -1.09 -4.55 -0.32
H -2.85 -1.95 -5.76 0.29
H -3.16 -2.89 -4.28 0.32
H -1.94 -1.27 -2.91 0.11
C -3.62 2.00 6.97 -0.38
C -4.42 3.28 7.09 0.27
O -4.23 3.89 5.81 -0.33
C -4.01 2.91 4.92 0.70
O -4.05 3.01 3.74 -0.52
O -3.73 1.74 5.55 -0.38
F -3.93 4.10 8.04 -0.28
H -2.57 2.15 7.22 0.19
H -4.01 1.17 7.54 0.35
H -5.48 3.14 7.26 0.29
C 3.45 0.67 -1.23 -0.22
C 4.44 1.56 -0.50 0.27
O 3.84 2.84 -0.64 -0.34
C 2.51 2.68 -0.77 0.59
O 1.69 3.53 -0.66 -0.51
O 2.21 1.38 -1.03 -0.31
F 5.66 1.57 -1.06 -0.25
H 3.67 0.60 -2.30 0.22
H 3.39 -0.34 -0.82 0.30
H 4.54 1.33 0.56 0.26
C -1.06 1.65 -6.62 -0.23
C -1.33 2.95 -7.32 0.29
O -1.62 2.53 -8.64 -0.32
C -2.12 1.26 -8.58 0.58
O -2.68 0.70 -9.45 -0.49
O -1.88 0.73 -7.34 -0.25
F -0.26 3.77 -7.33 -0.28
H -0.01 1.36 -6.72 0.23
H -1.33 1.65 -5.57 0.13
H -2.19 3.51 -6.93 0.30
C 0.79 -0.62 6.34 -0.39
C 0.61 -2.06 6.80 0.54
O -0.36 -1.92 7.82 -0.34
C -1.11 -0.82 7.56 0.64
O -2.12 -0.54 8.10 -0.47
O -0.51 -0.06 6.60 -0.31
F 1.74 -2.57 7.32 -0.29
H 1.54 -0.11 6.95 0.28
H 1.06 -0.53 5.29 0.22
H 0.24 -2.73 6.03 0.13
C 8.21 -1.10 -4.77 -0.45
C 8.03 -1.71 -3.39 0.31
O 6.98 -0.92 -2.85 -0.28
C 6.24 -0.45 -3.88 0.59
O 5.16 0.04 -3.77 -0.45
O 6.88 -0.63 -5.05 -0.34
F 9.14 -1.58 -2.63 -0.27
H 8.90 -0.26 -4.74 0.29
H 8.53 -1.82 -5.52 0.27
H 7.73 -2.76 -3.39 0.28

---

No. 2
65
Properties=species:S:1:pos:R:3:mulliken_charge:R:1 method="wB97M-V/def2-TZVPD" charge=-2 s_squared=6.035 spin_multiplicity=5 gap_ha="0.1643 / 0.2005" e_tot_ev=-356313.9110 e_above_lowest_kcal_mol=7.0
Os 1.15 -0.23 -2.45 1.54
Se -3.41 -0.97 -4.22 -0.69
Sb -1.06 -0.99 -4.90 0.40
Se 0.06 1.24 -4.05 -0.68
Se 2.05 -2.25 -3.28 -0.71
Se -0.66 -0.99 -7.30 -0.71
C 4.38 -0.26 -1.27 -1.20
N 3.11 -0.26 -0.57 0.81
C 2.94 -1.52 0.15 -1.15
C 2.97 0.85 0.37 0.45
C 3.03 2.23 -0.27 -1.60
N 1.95 2.48 -1.21 0.94
C 2.30 3.47 -2.20 -1.21
C 0.70 2.81 -0.55 -0.99
H 5.23 -0.27 -0.56 0.31
H 4.47 0.62 -1.90 0.21
H 4.42 -1.13 -1.91 0.34
H 3.69 -1.61 0.95 0.31
H 3.03 -2.34 -0.55 0.33
H 1.95 -1.55 0.59 0.22
H 3.76 0.80 1.13 0.35
H 2.02 0.72 0.89 -0.62
H 3.98 2.35 -0.80 0.51
H 3.02 2.98 0.54 0.38
H 2.50 4.46 -1.74 0.38
H 1.48 3.58 -2.91 0.29
H 3.18 3.16 -2.76 0.28
H 0.78 3.77 -0.01 0.37
H 0.43 2.02 0.15 -0.10
H -0.10 2.86 -1.29 0.37
C -0.01 -0.53 -1.16 -1.58
Ge -1.11 -0.65 0.36 2.14
C -0.28 -0.48 2.15 0.22
C -0.04 0.76 2.75 -0.18
C 0.66 0.86 3.95 -0.78
C 1.15 -0.28 4.57 -0.53
C 0.92 -1.52 4.00 -0.70
C 0.21 -1.62 2.80 -0.56
C -1.95 -2.42 0.35 -0.09
C -2.66 -2.91 1.45 -0.13
C -3.28 -4.15 1.40 -0.67
C -3.20 -4.92 0.25 -0.36
C -2.50 -4.44 -0.85 -0.77
C -1.88 -3.20 -0.80 -0.33
C -2.43 0.79 0.22 0.44
C -3.09 1.34 1.33 -0.17
C -4.02 2.36 1.17 -0.63
C -4.31 2.83 -0.11 -0.43
C -3.67 2.29 -1.21 -0.77
C -2.73 1.28 -1.05 -0.31
H -0.40 1.66 2.28 0.33
H 0.84 1.84 4.39 0.39
H 1.70 -0.20 5.50 0.37
H 1.30 -2.42 4.47 0.37
H 0.05 -2.60 2.36 0.42
H -2.72 -2.32 2.36 0.32
H -3.83 -4.52 2.26 0.36
H -3.69 -5.88 0.20 0.35
H -2.45 -5.02 -1.76 0.42
H -1.34 -2.82 -1.67 0.13
H -2.88 0.97 2.32 0.32
H -4.52 2.77 2.03 0.36
H -5.04 3.63 -0.24 0.35
H -3.90 2.64 -2.21 0.45
H -2.25 0.86 -1.92 0.13

---

No. 3
66
Properties=species:S:1:pos:R:3:mulliken_charge:R:1 method="wB97M-V/def2-TZVPD" charge=+1 s_squared=0.763 spin_multiplicity=2 gap_ha="0.2296 / 0.0705" e_tot_ev=-46674.2102
In -1.18 -1.68 -3.82 0.86
O 0.33 0.70 0.00 -0.15
C 0.02 0.09 -1.07 0.76
O 0.17 0.60 -2.18 -0.88
O -0.53 -0.98 -1.00 -0.60
H -0.04 -0.01 0.54 0.08
N -1.53 3.26 0.63 0.14
C -2.71 3.83 0.46 -0.21
C -3.66 3.22 1.28 -0.92
C -3.03 2.25 2.03 -0.40
C -1.70 2.28 1.63 -0.69
H -0.72 3.51 0.08 0.36
H -2.81 4.67 -0.22 0.42
H -4.68 3.53 1.41 0.39
H -3.39 1.59 2.80 0.55
H -0.92 1.62 1.99 0.43
N 3.32 2.16 -0.21 0.28
C 3.92 1.15 -0.90 -0.70
C 5.23 1.52 -1.19 -0.77
C 5.47 2.80 -0.66 -0.60
C 4.26 3.14 -0.05 -0.45
H 2.37 2.12 0.14 0.13
H 3.37 0.24 -1.06 0.81
H 5.90 0.90 -1.77 0.42
H 6.37 3.38 -0.73 0.44
H 4.02 4.04 0.49 0.48
N -2.05 -5.04 -2.99 0.08
C -0.94 -4.85 -2.23 -0.98
C -1.32 -4.00 -1.22 0.59
C -2.69 -3.62 -1.41 -0.25
C -3.19 -4.29 -2.56 -0.94
H -2.17 -5.69 -3.76 0.19
H -0.07 -5.46 -2.44 0.40
H -0.61 -3.76 -0.44 0.10
H -3.18 -2.95 -0.72 0.49
H -4.18 -4.33 -2.97 0.37
N -3.63 -2.61 3.44 0.04
C -2.87 -3.72 3.05 -1.31
C -2.11 -3.28 1.96 -0.11
C -2.56 -2.05 1.60 0.12
C -3.42 -1.59 2.52 -1.26
H -4.19 -2.48 4.27 0.22
H -2.97 -4.63 3.63 0.42
H -1.30 -3.84 1.51 0.60
H -2.09 -1.51 0.79 0.74
H -3.95 -0.66 2.65 0.45
N 3.89 -2.59 2.33 0.05
C 3.61 -1.99 1.17 -0.58
C 2.35 -2.40 0.70 0.12
C 1.82 -3.23 1.70 0.03
C 2.77 -3.32 2.72 -0.71
H 4.75 -2.53 2.87 0.25
H 4.21 -1.30 0.59 0.46
H 1.77 -2.19 -0.19 0.54
H 0.89 -3.77 1.64 0.41
H 2.85 -3.93 3.60 0.39
N 0.52 3.69 -1.81 0.21
C -0.37 4.11 -2.77 -0.34
C -0.44 5.51 -2.63 -0.60
C 0.47 5.91 -1.62 -0.55
C 1.16 4.75 -1.27 -0.37
H 0.80 2.72 -1.72 0.09
H -0.90 3.46 -3.45 0.40
H -1.15 6.07 -3.22 0.41
H 0.67 6.94 -1.38 0.45
H 1.95 4.56 -0.55 0.22

---

No. 4
67
Properties=species:S:1:pos:R:3:mulliken_charge:R:1 method="wB97M-V/def2-TZVPD" s_squared=3.771 spin_multiplicity=4 gap_ha="0.2550 / 0.2414" e_tot_ev=-115074.1877 e_above_lowest_kcal_mol=20.2
Mo -2.69 2.35 0.22 0.39
N -3.37 2.30 -2.00 -0.34
C -4.72 1.70 -2.10 -0.54
C -4.89 0.64 -1.04 0.42
O -5.64 -0.31 -1.16 -0.70
N -4.14 0.91 0.06 0.19
C -4.17 0.02 1.22 -0.54
C -2.97 0.49 2.04 0.65
O -2.12 -0.27 2.44 -0.55
O -2.93 1.83 2.17 -0.64
H -3.38 3.26 -2.35 0.31
H -2.70 1.77 -2.54 0.21
H -4.92 1.27 -3.08 0.35
H -5.44 2.49 -1.91 0.23
H -4.05 -1.03 0.96 0.30
H -5.09 0.14 1.79 0.47
Se -3.99 4.46 0.87 -0.06
C -4.17 5.04 -0.88 0.35
N -4.32 5.35 -1.98 -0.59
C 0.41 4.59 -1.17 -1.28
C 0.17 3.16 -0.78 0.56
O 1.13 2.36 -0.73 -0.47
N -1.11 2.82 -0.55 -0.51
Te 0.45 0.38 0.73 0.68
C 1.61 -0.80 2.03 0.36
C 2.62 -0.19 2.77 0.77
C 3.00 1.27 2.68 -2.04
C 3.36 -0.99 3.65 -0.76
C 3.10 -2.34 3.80 0.68
C 3.89 -3.18 4.77 -1.57
C 2.07 -2.91 3.06 -0.89
C 1.31 -2.16 2.17 0.65
C 0.18 -2.83 1.42 -1.18
C 0.93 -0.66 -1.03 0.64
C -0.12 -1.25 -1.74 0.72
C -1.55 -1.22 -1.28 -0.74
C 0.20 -1.93 -2.92 -1.05
C 1.50 -2.01 -3.40 0.59
C 1.82 -2.73 -4.68 -1.60
C 2.51 -1.39 -2.67 -0.93
C 2.25 -0.70 -1.49 1.06
C 3.39 -0.01 -0.79 -1.60
H 1.45 4.84 -0.99 0.35
H -0.25 5.25 -0.62 0.37
H 0.19 4.72 -2.23 0.28
H 2.33 1.87 2.06 0.23
H 4.00 1.38 2.25 0.36
H 3.01 1.72 3.67 0.50
H 4.15 -0.53 4.23 0.40
H 4.79 -2.67 5.10 0.37
H 4.18 -4.13 4.31 0.37
H 3.29 -3.42 5.65 0.32
H 1.84 -3.96 3.18 0.40
H 0.09 -3.87 1.72 0.42
H 0.37 -2.81 0.34 0.26
H -0.77 -2.33 1.61 0.09
H -1.90 -0.20 -1.10 -0.13
H -1.70 -1.77 -0.35 0.11
H -2.21 -1.66 -2.03 0.53
H -0.60 -2.40 -3.48 0.34
H 0.93 -3.22 -5.09 0.35
H 2.58 -3.50 -4.52 0.36
H 2.20 -2.04 -5.43 0.35
H 3.53 -1.42 -3.04 0.46
H 4.25 0.08 -1.46 0.45
H 3.71 -0.57 0.09 0.29
H 3.12 1.00 -0.47 0.21